ORCA calculation (ωB97M-V/def2-TZVPD) on a single C7H12N2O molecule.

Geometry as XYZ:
```
22
Properties=species:S:1:pos:R:3:mulliken_charge:R:1
C -1.377 -0.945 -0.089 0.392
C -0.251 -1.557 0.082 -0.025
C -1.490 0.378 -0.879 -0.749
C -0.629 1.560 -0.476 -0.410
C 0.804 1.276 -0.751 -0.682
C 1.687 0.454 0.138 0.365
C 1.575 0.190 1.467 -1.010
N -2.423 -1.446 0.733 -0.607
N 0.621 -2.417 -0.125 -0.633
O 2.703 -0.224 -0.404 -0.467
H -1.379 0.065 -1.976 0.281
H -2.524 0.690 -0.714 0.365
H -1.114 2.379 -0.990 0.360
H -0.871 1.887 0.620 0.231
H 0.887 0.865 -1.798 0.394
H 1.360 2.260 -0.856 0.329
H 0.981 0.623 2.206 0.348
H 2.335 -0.500 1.759 0.343
H -2.074 -2.144 1.358 0.327
H -2.913 -0.887 1.434 0.268
H 1.327 -2.359 0.612 0.291
H 2.768 -0.149 -1.351 0.289
```

The value obtained for the gap between HOMO and LUMO (alpha / beta) is 5.233 / 7.332 eV. Its relative energy (zero: lowest compared OMol25 entry of this formula, charge and spin) is 46.4 kJ/mol. The lowest unoccupied orbital energy (alpha / beta) is 0.8298 / -1.0142 eV. Its total energy is -12474.7728 eV. The calculation puts the highest occupied orbital energy (alpha / beta) at -4.403 / -8.346 eV. As for the multiplicity: 3.

---

ORCA calculation (ωB97M-V/def2-TZVPD) on a single C4H5NO molecule.

Geometry as XYZ:
```
11
Properties=species:S:1:pos:R:3:mulliken_charge:R:1
O -0.247 0.217 -1.562 -0.337
C -1.173 -0.138 -0.694 0.110
C -0.850 -0.919 0.381 -0.810
C 0.867 0.483 0.658 -0.472
C 1.006 0.580 -0.769 0.552
N 2.092 1.000 -1.079 -0.549
H -2.138 0.364 -0.783 0.342
H -0.039 -1.633 0.297 0.334
H -1.600 -1.133 1.136 0.304
H 1.502 -0.202 1.210 0.268
H 0.580 1.382 1.204 0.258
```

The value obtained for the gap between HOMO and LUMO (alpha / beta) is 8.219 / 8.213 eV. Its relative energy (zero: lowest compared OMol25 entry of this formula, charge and spin) is 459.9 kJ/mol. The lowest unoccupied orbital energy (alpha / beta) is -0.5787 / -0.5790 eV. Its total energy is -7761.7597 eV. The calculation puts the highest occupied orbital energy (alpha / beta) at -8.798 / -8.792 eV.

---

ORCA calculation (ωB97M-V/def2-TZVPD) on a molecular structure, C44H52Cl2IrN7O3S.

Geometry as XYZ:
```
110
Properties=species:S:1:pos:R:3:mulliken_charge:R:1
Ir -0.112 0.371 -0.142 3.806
C 2.027 0.308 1.914 -0.643
N 2.970 -0.242 0.950 0.478
C 3.867 -1.264 1.497 -1.304
C 2.889 0.009 -0.367 0.154
N 1.786 0.565 -0.878 0.520
C 1.769 1.297 -2.091 -0.397
C 2.819 2.066 -2.583 -0.403
C 2.693 2.717 -3.798 -0.717
C 1.507 2.622 -4.517 -0.946
C 0.444 1.907 -3.992 -0.382
C 0.579 1.251 -2.775 -0.121
N -0.487 0.578 -2.131 -0.209
C -1.446 -0.105 -2.786 0.135
N -1.154 -0.826 -3.874 0.337
C 0.182 -1.362 -4.097 -0.815
C -2.087 -0.957 -4.993 -1.243
N -2.708 -0.089 -2.345 0.283
C -3.181 0.979 -1.459 -1.331
C -3.570 -1.269 -2.438 -1.412
N 3.924 -0.365 -1.146 0.362
C 5.309 -0.068 -0.783 -1.299
C 3.732 -0.894 -2.490 -0.938
H 2.562 0.632 2.807 0.635
H 1.299 -0.459 2.215 0.381
H 1.516 1.175 1.500 -0.554
H 3.323 -1.837 2.245 0.496
H 4.741 -0.820 1.975 0.277
H 4.183 -1.946 0.716 0.455
H 3.729 2.175 -2.005 0.556
H 3.510 3.316 -4.180 0.505
H 1.400 3.129 -5.467 0.490
H -0.507 1.875 -4.515 0.563
H 0.679 -1.500 -3.139 0.014
H 0.788 -0.713 -4.731 0.256
H 0.086 -2.334 -4.578 0.561
H -2.917 -0.267 -4.873 0.375
H -2.471 -1.974 -5.079 0.397
H -1.562 -0.714 -5.916 0.414
H -2.792 1.940 -1.787 0.322
H -2.889 0.823 -0.425 0.239
H -4.267 1.002 -1.511 0.693
H -4.411 -1.103 -3.111 0.339
H -3.964 -1.495 -1.446 0.529
H -3.002 -2.129 -2.783 0.421
H 5.344 0.600 0.075 0.380
H 5.790 0.432 -1.626 0.428
H 5.878 -0.972 -0.562 0.397
H 2.709 -1.240 -2.610 0.201
H 4.399 -1.747 -2.621 0.434
H 3.954 -0.158 -3.264 0.291
Cl 1.920 -3.747 2.180 -0.233
C 1.572 -5.278 1.428 0.977
C 2.559 -6.240 1.330 -0.674
C 2.244 -7.468 0.769 -0.495
C 0.964 -7.731 0.310 -0.596
C -0.014 -6.755 0.414 0.905
Cl -1.614 -7.076 -0.145 -0.185
C 0.273 -5.505 0.968 -1.755
N -0.713 -4.500 1.053 1.097
C -1.584 -4.375 2.134 1.032
C -1.513 -5.265 3.208 -0.549
C -2.353 -5.131 4.301 -0.777
C -3.280 -4.105 4.351 -0.879
C -3.379 -3.241 3.277 -0.643
C -2.560 -3.367 2.156 0.066
C -2.830 -2.479 0.954 -1.534
C -1.762 -1.460 0.668 0.399
O -1.883 -0.255 1.060 -0.663
O -0.742 -1.759 -0.016 -1.277
H 3.556 -6.042 1.701 0.458
H 3.007 -8.232 0.697 0.391
H 0.720 -8.691 -0.124 0.453
H -0.607 -3.726 0.429 -0.305
H -0.782 -6.064 3.176 0.469
H -2.276 -5.831 5.125 0.409
H -3.930 -3.987 5.208 0.411
H -4.127 -2.454 3.295 0.413
H -3.747 -1.921 1.134 0.632
H -2.946 -3.096 0.057 0.432
O -0.573 2.283 0.819 -1.086
S -1.524 2.445 2.025 0.770
C -2.056 4.187 1.941 -1.240
C -2.444 4.541 0.532 0.364
C -1.645 5.394 -0.219 -0.298
C -2.002 5.721 -1.521 -0.865
C -3.155 5.188 -2.081 -0.465
C -3.955 4.330 -1.335 -0.683
C -3.599 4.004 -0.035 -0.148
C -0.433 2.567 3.482 -1.319
C 0.587 3.680 3.470 0.274
C 0.598 4.577 4.537 -0.327
C 1.522 5.612 4.587 -0.761
C 2.430 5.782 3.554 -0.462
C 2.421 4.902 2.480 -1.308
C 1.514 3.852 2.440 0.795
H -1.245 4.809 2.315 0.574
H -2.913 4.235 2.617 0.584
H -0.747 5.815 0.221 0.434
H -1.387 6.406 -2.092 0.440
H -3.430 5.441 -3.097 0.447
H -4.868 3.932 -1.763 0.446
H -4.225 3.337 0.552 0.471
H 0.025 1.576 3.548 0.332
H -1.119 2.686 4.324 0.673
H -0.117 4.458 5.345 0.414
H 1.529 6.283 5.436 0.412
H 3.140 6.599 3.584 0.430
H 3.125 5.033 1.666 0.466
H 1.511 3.190 1.587 0.253
```

The value obtained for the gap between HOMO and LUMO is 5.338 eV. Its relative energy (zero: lowest compared OMol25 entry of this formula, charge and spin) is 226.7 kJ/mol. The lowest unoccupied orbital energy is -6.4626 eV. Its net charge is +2. Its total energy is -101750.9633 eV. The calculation puts the highest occupied orbital energy at -11.800 eV.